[1]
# C46H77F3NO30

13 unconnected molecules or ions with the total composition C46H77F3NO30 (the ωB97M-V functional and the def2-TZVPD basis, the OMol25 dataset).

Properties
* DFT total energy: -4410.4693 Ha
* net charge: -1
* HOMO level: -4.251 eV
* frontier orbital gap: 5.59 eV

```
157
C46H77F3NO30 (the ωB97M-V functional and the def2-TZVPD basis)
C -2.176 25.611 -27.709
O -1.734 25.127 -26.414
O -3.452 25.176 -27.986
C -1.831 27.156 -27.708
F -0.520 27.379 -27.685
F -2.175 27.908 -28.754
F -2.345 27.884 -26.669
C -0.340 24.542 -26.293
C -0.095 24.270 -24.827
H -0.007 25.170 -24.219
H -0.908 23.681 -24.403
H 0.776 23.619 -24.750
H 0.383 25.270 -26.660
H -0.230 23.602 -26.835
H -1.432 25.126 -28.341
O 2.678 20.668 -31.057
C 2.898 21.829 -31.380
O 2.221 22.588 -32.198
C 1.070 22.071 -32.837
C 0.345 23.216 -33.559
C 4.030 22.701 -30.792
H 0.411 21.594 -32.112
H 1.431 21.278 -33.492
H 0.732 23.527 -34.529
H 0.417 24.125 -32.961
H -0.713 22.987 -33.680
H 4.739 22.963 -31.578
H 4.530 22.235 -29.943
H 3.532 23.641 -30.555
O -6.535 36.400 -20.029
C -6.093 35.266 -19.864
O -6.323 34.135 -20.517
C -7.093 34.050 -21.732
C -6.981 32.595 -22.280
C -4.998 34.973 -18.802
H -6.755 34.725 -22.518
H -8.155 34.242 -21.581
H -7.679 32.499 -23.113
H -7.109 31.765 -21.585
H -6.069 32.469 -22.864
H -4.075 34.867 -19.373
H -5.267 34.206 -18.076
H -4.861 35.884 -18.220
O -3.153 17.626 -20.395
C -3.419 16.551 -19.825
O -4.479 15.796 -20.052
C -5.611 16.193 -20.788
C -6.627 16.745 -19.875
C -2.405 16.016 -18.898
H -6.125 15.287 -21.107
H -5.365 16.932 -21.551
H -6.239 17.655 -19.417
H -6.834 16.095 -19.025
H -7.597 16.966 -20.321
H -2.764 16.003 -17.869
H -1.516 16.642 -18.979
H -2.208 14.988 -19.201
O 7.146 22.915 -23.119
C 7.936 23.732 -22.566
O 7.713 24.824 -21.777
C 6.368 25.188 -21.471
C 6.394 26.018 -20.184
C 9.326 23.492 -22.773
H 5.697 24.330 -21.424
H 5.826 25.839 -22.157
H 5.417 26.217 -19.743
H 7.021 26.910 -20.188
H 6.756 25.336 -19.414
H 9.510 23.192 -23.804
H 9.680 22.801 -22.008
H 9.914 24.408 -22.834
O -6.398 37.930 -28.675
C -5.704 37.163 -29.306
O -4.512 37.492 -29.952
C -4.109 38.831 -29.990
C -2.990 38.999 -30.969
C -6.043 35.688 -29.319
H -3.853 39.149 -28.979
H -4.951 39.468 -30.259
H -3.253 38.772 -32.002
H -2.073 38.481 -30.687
H -2.636 40.028 -30.914
H -7.038 35.552 -29.743
H -6.053 35.353 -28.281
H -5.395 35.077 -29.947
C -1.544 27.917 -18.764
C -1.997 29.299 -19.170
C -1.836 29.555 -20.680
C -0.453 29.390 -21.184
N 0.632 29.264 -21.572
H -1.530 27.824 -17.678
H -0.544 27.613 -19.074
H -2.320 27.232 -19.104
H -1.350 30.054 -18.725
H -3.037 29.463 -18.886
H -2.113 30.581 -20.922
H -2.494 28.938 -21.292
C -11.068 28.042 -27.701
C -11.214 26.617 -28.148
O -11.836 26.040 -27.024
C -12.161 26.979 -26.083
O -12.738 26.803 -25.011
O -11.745 28.180 -26.500
H -11.601 28.685 -28.402
H -10.042 28.398 -27.604
H -10.231 26.158 -28.253
H -11.821 26.590 -29.052
C 4.466 16.767 -23.948
C 4.178 17.341 -22.592
O 3.675 16.347 -21.806
C 3.452 15.274 -22.513
O 2.788 14.268 -22.228
O 3.942 15.466 -23.779
H 5.493 16.823 -24.308
H 3.900 17.362 -24.666
H 3.417 18.121 -22.597
H 5.111 17.641 -22.114
C 2.695 33.799 -29.992
C 1.823 34.832 -29.353
O 2.790 35.662 -28.729
C 3.967 35.008 -28.596
O 4.866 35.481 -27.859
O 3.928 33.904 -29.339
H 2.842 34.010 -31.052
H 2.347 32.772 -29.886
H 1.103 34.367 -28.681
H 1.267 35.310 -30.160
C -7.693 26.759 -34.128
C -7.124 28.143 -34.181
O -6.840 28.415 -35.545
C -6.976 27.306 -36.207
O -6.702 27.165 -37.374
O -7.511 26.390 -35.457
H -8.759 26.852 -33.920
H -7.136 26.102 -33.460
H -6.174 28.067 -33.653
H -7.593 28.938 -33.601
C -3.170 17.602 -26.615
C -2.261 17.384 -27.789
O -1.821 16.090 -27.738
C -2.537 15.397 -26.851
O -2.432 14.209 -26.616
O -3.470 16.190 -26.383
H -4.078 18.199 -26.702
H -2.548 17.837 -25.751
H -1.360 17.980 -27.646
H -2.778 17.484 -28.743
C -6.071 24.330 -23.009
C -6.471 22.856 -23.402
O -7.555 22.638 -22.549
C -7.704 23.626 -21.678
O -8.475 23.554 -20.742
O -6.930 24.663 -21.994
H -6.175 25.018 -23.848
H -5.022 24.367 -22.714
H -5.686 22.141 -23.154
H -6.686 22.739 -24.464
```



[2]
# C46H81IN3O15P2S

A molecular structure, C46H81IN3O15P2S (the ωB97M-V functional and the def2-TZVPD basis, the OMol25 dataset).

Properties
* DFT total energy: -4472.0650 Ha
* net charge: +1
* energy relative to the best compared isomer or geometry (same formula, charge and spin): 303.68 kcal per mole
* HOMO level: -10.058 eV
* frontier orbital gap: 6.10 eV

```
149
C46H81IN3O15P2S (the ωB97M-V functional and the def2-TZVPD basis)
C -3.755 -6.725 -4.623
C -4.142 -5.748 -3.391
C -4.488 -6.432 -1.995
N -4.096 -4.450 -3.650
N -4.719 -3.690 -2.680
C -6.000 -3.449 -2.415
C -7.064 -4.154 -3.369
C -8.012 -3.151 -4.181
O -9.004 -2.535 -3.732
C -7.700 -2.940 -5.751
C -8.936 -3.012 -6.712
C -8.701 -2.839 -8.233
C -7.247 -2.596 -8.736
C -6.042 -2.519 -7.766
C -6.250 -2.701 -6.233
C -6.229 -2.419 -1.172
C -6.933 -1.023 -1.591
C -6.455 -0.405 -2.983
C -7.680 0.539 -3.514
C -7.813 1.871 -2.592
C -6.569 2.893 -2.821
N -6.334 3.162 -4.279
P -7.624 -3.169 -0.072
O -8.075 -1.993 0.829
O -7.121 -4.540 0.801
O -9.002 -3.619 -0.960
C -4.762 -2.246 -0.519
I -3.879 -0.208 -0.456
P -4.390 -2.842 1.245
O -5.604 -2.558 2.390
O -3.978 -4.511 1.201
S -2.839 -1.794 1.864
C -3.881 -2.897 -1.709
C -2.401 -3.442 -1.422
C -1.245 -2.544 -2.127
C -0.454 -1.574 -1.211
C 0.692 -0.737 -1.856
C 0.976 -0.931 -3.372
C 0.163 -1.901 -4.273
C 0.515 -2.071 -5.833
C -0.990 -2.745 -3.636
H -4.439 -7.632 -4.696
H -3.871 -6.094 -5.585
H -2.638 -6.991 -4.571
H -5.441 -7.062 -2.055
H -3.594 -7.123 -1.745
H -4.585 -5.709 -1.118
H -6.569 -4.835 -4.161
H -7.686 -4.881 -2.718
H -10.003 -3.210 -6.355
H -9.580 -2.900 -8.964
H -7.029 -2.460 -9.844
H -4.969 -2.363 -8.121
H -5.421 -2.692 -5.455
H -6.889 -0.226 -0.764
H -8.060 -1.265 -1.706
H -6.256 -1.148 -3.824
H -5.550 0.292 -2.926
H -7.447 0.824 -4.593
H -8.671 -0.029 -3.489
H -7.942 1.616 -1.475
H -8.776 2.431 -2.897
H -6.853 3.905 -2.341
H -5.611 2.548 -2.293
H -5.650 2.500 -4.680
H -5.906 4.092 -4.416
H -6.696 -5.170 0.174
H -9.343 -4.436 -0.505
H -5.571 -1.591 2.616
H -4.148 -4.863 2.115
H -3.655 -1.956 -2.347
H -2.223 -4.506 -1.838
H -2.106 -3.496 -0.321
H -0.724 -1.509 -0.107
H 1.290 -0.050 -1.169
H 1.831 -0.304 -3.807
H 1.259 -1.248 -6.117
H -0.486 -1.983 -6.392
H 0.951 -3.127 -5.982
H -1.575 -3.480 -4.287
C -3.958 2.594 3.921
O -2.597 2.867 3.659
C -2.201 2.421 2.367
C -0.847 3.010 1.992
O -0.946 4.337 1.475
C -1.181 5.359 2.446
C 0.063 5.698 3.257
O 0.226 4.767 4.323
C 1.512 4.850 4.907
H -4.158 1.519 3.853
H -4.186 2.930 4.934
H -4.598 3.143 3.222
H -2.952 2.716 1.625
H -2.128 1.326 2.400
H -0.435 2.412 1.173
H -0.135 2.960 2.818
H -2.030 5.110 3.085
H -1.460 6.246 1.869
H -0.050 6.696 3.699
H 0.945 5.684 2.607
H 2.281 4.580 4.175
H 1.558 4.140 5.734
H 1.698 5.856 5.294
C 8.839 2.497 1.497
O 7.584 2.095 0.983
C 7.622 0.775 0.451
C 6.208 0.260 0.210
O 5.600 -0.261 1.393
C 5.141 0.715 2.330
C 3.851 1.396 1.889
O 4.137 2.453 0.978
C 2.975 2.905 0.312
H 9.606 2.462 0.716
H 8.749 3.523 1.857
H 9.126 1.858 2.339
H 8.146 0.108 1.144
H 8.164 0.813 -0.502
H 6.271 -0.588 -0.478
H 5.574 1.012 -0.262
H 5.925 1.437 2.564
H 4.932 0.157 3.247
H 3.353 1.834 2.763
H 3.187 0.662 1.418
H 2.555 2.103 -0.306
H 3.255 3.733 -0.341
H 2.229 3.258 1.031
C 9.815 1.172 6.766
O 11.177 1.441 6.503
C 11.571 0.992 5.211
C 12.926 1.578 4.835
O 12.830 2.905 4.316
C 12.598 3.929 5.286
C 13.842 4.267 6.098
O 14.002 3.337 7.166
C 15.288 3.418 7.751
H 9.612 0.097 6.699
H 9.589 1.509 7.779
H 9.176 1.721 6.067
H 10.821 1.288 4.469
H 11.642 -0.102 5.244
H 13.337 0.979 4.017
H 13.638 1.526 5.661
H 11.748 3.683 5.925
H 12.322 4.815 4.707
H 13.731 5.265 6.538
H 14.725 4.249 5.449
H 16.056 3.145 7.020
H 15.331 2.710 8.579
H 15.475 4.425 8.136
```



[3]
# C46H82F19N5O18P3

7 unconnected molecules or ions with the total composition C46H82F19N5O18P3 (the ωB97M-V functional and the def2-TZVPD basis, the OMol25 dataset).

Properties
* DFT total energy: -6351.4063 Ha
* net charge: +1
* energy relative to the best compared isomer or geometry (same formula, charge and spin): 0.00 kcal per mole
* HOMO level: -11.505 eV
* frontier orbital gap: 8.74 eV

```
173
C46H82F19N5O18P3 (the ωB97M-V functional and the def2-TZVPD basis)
C 0.011 1.716 0.380
C -1.437 1.977 -0.055
C -2.442 1.317 0.894
C -2.641 -0.228 0.760
C -2.061 -0.900 -0.498
C -2.607 -2.331 -0.651
C -2.246 -2.894 -2.036
C -0.892 -3.622 -2.077
C -0.832 -4.860 -1.170
C 0.342 -5.805 -1.497
C 1.684 -5.070 -1.500
C 2.195 -4.927 -0.038
C 2.279 -3.453 0.384
N 3.326 -3.196 1.434
C 2.781 -3.027 2.828
P 1.954 -4.652 3.325
N 0.473 -4.889 2.894
P 1.529 -1.575 2.905
N 0.355 -2.074 4.053
O 2.307 -0.310 3.612
C 3.976 -2.905 3.834
O 5.238 -2.879 3.171
C 5.291 -1.862 2.225
F 4.963 -0.671 2.815
C 4.331 -2.135 1.024
O 3.583 -1.056 0.652
C 4.243 0.127 0.163
C 3.564 0.651 -1.095
N 3.485 2.114 -1.041
C 3.438 2.717 -2.377
C 2.763 4.102 -2.419
C 1.729 4.338 -1.329
O 3.704 5.173 -2.405
P 5.355 -2.879 -0.408
N 4.778 -2.559 -1.813
O 5.497 -4.462 -0.165
O 6.855 -2.327 -0.311
H 0.165 0.655 0.580
H 0.219 2.259 1.302
H 0.705 2.027 -0.404
H -1.602 1.719 -1.099
H -1.594 3.057 0.016
H -3.426 1.778 0.816
H -2.094 1.521 1.912
H -2.261 -0.761 1.637
H -3.716 -0.416 0.738
H -2.325 -0.314 -1.377
H -0.976 -0.971 -0.382
H -2.200 -2.937 0.159
H -3.693 -2.344 -0.544
H -2.189 -2.066 -2.746
H -2.997 -3.587 -2.421
H -0.655 -3.908 -3.105
H -0.102 -2.924 -1.768
H -1.756 -5.425 -1.329
H -0.792 -4.596 -0.110
H 0.347 -6.604 -0.753
H 0.158 -6.285 -2.461
H 1.633 -4.108 -2.005
H 2.410 -5.671 -2.050
H 1.493 -5.458 0.605
H 3.156 -5.440 0.064
H 2.480 -2.879 -0.513
H 1.295 -3.138 0.726
H 3.880 -4.060 1.483
H 2.082 -4.712 4.729
H 2.809 -5.619 2.726
H 0.064 -4.101 2.410
H 0.697 -2.101 5.013
H -0.351 -1.341 4.019
H 2.434 -0.467 4.560
H 3.859 -2.046 4.494
H 4.024 -3.772 4.495
H 6.330 -1.771 1.910
H 4.105 0.896 0.929
H 5.321 0.020 0.038
H 2.554 0.236 -1.162
H 4.121 0.334 -1.988
H 4.322 2.438 -0.566
H 4.447 2.837 -2.797
H 2.888 2.040 -3.032
H 2.223 4.148 -3.375
H 1.567 5.416 -1.282
H 0.784 3.898 -1.646
H 2.036 3.960 -0.359
H 4.305 5.058 -3.146
H 3.927 -2.010 -1.767
H 6.290 -4.669 0.358
H 6.966 -1.725 -1.062
C -1.758 9.584 -1.283
C -3.067 8.828 -1.229
O -2.867 7.421 -1.497
C -2.450 6.685 -0.483
O -2.220 7.048 0.632
C -2.331 5.219 -0.931
F -1.717 5.106 -2.119
F -3.544 4.663 -1.051
F -1.640 4.501 -0.050
H -1.259 9.417 -2.239
H -1.939 10.651 -1.161
H -1.081 9.256 -0.495
H -3.740 9.174 -2.008
H -3.565 8.956 -0.274
C 6.148 -5.909 6.647
C 5.818 -6.537 5.310
O 5.411 -7.907 5.456
C 4.152 -8.116 5.818
O 3.321 -7.281 6.031
C 3.877 -9.628 5.891
F 4.860 -10.265 6.524
F 3.784 -10.122 4.651
F 2.739 -9.862 6.525
H 6.902 -6.499 7.166
H 6.531 -4.898 6.504
H 5.268 -5.859 7.286
H 6.699 -6.566 4.672
H 5.041 -5.979 4.782
C -8.904 10.289 -3.799
C -9.394 10.417 -2.375
O -8.312 10.090 -1.479
C -7.424 11.040 -1.244
O -7.436 12.163 -1.651
C -6.317 10.472 -0.342
F -5.940 9.260 -0.776
F -6.738 10.352 0.919
F -5.244 11.261 -0.346
H -8.475 9.309 -3.950
H -9.719 10.437 -4.507
H -8.126 11.022 -4.012
H -10.177 9.692 -2.165
H -9.793 11.407 -2.157
C 4.241 -5.047 -4.698
C 4.162 -4.469 -6.093
O 3.415 -5.332 -6.970
C 2.096 -5.240 -6.877
O 1.480 -4.525 -6.143
C 1.435 -6.183 -7.899
F 2.015 -7.385 -7.891
F 1.550 -5.671 -9.128
F 0.146 -6.336 -7.626
H 4.655 -6.056 -4.724
H 4.866 -4.423 -4.059
H 3.249 -5.111 -4.249
H 5.153 -4.388 -6.534
H 3.720 -3.473 -6.088
C -2.758 6.079 -5.798
C -3.694 5.597 -4.711
O -4.621 6.631 -4.324
C -5.679 6.793 -5.106
O -5.950 6.179 -6.093
C -6.571 7.896 -4.514
F -5.850 8.959 -4.136
F -7.215 7.440 -3.432
F -7.480 8.310 -5.401
H -2.245 6.988 -5.482
H -2.016 5.314 -6.019
H -3.303 6.306 -6.713
H -3.141 5.357 -3.805
H -4.242 4.706 -5.015
C -1.340 -4.373 6.579
C -2.336 -4.753 7.652
O -3.058 -3.598 8.118
C -4.070 -3.201 7.355
O -4.431 -3.702 6.333
C -4.760 -1.988 8.003
F -3.861 -1.095 8.430
F -5.487 -2.382 9.051
F -5.563 -1.388 7.134
H -0.674 -3.585 6.938
H -0.741 -5.237 6.291
H -1.846 -3.995 5.691
H -1.828 -5.151 8.528
H -3.032 -5.514 7.300
```



Question: Among the records above, which one has the lowest net charge?
Answer: C46H77F3NO30